10 unconnected molecules or ions with the total composition C36H72O16 at a distorted geometry, computed with ωB97M-V/def2-TZVPD.

Calculated values
F_max in eV/A: 10.9
Structure (SMILES): CCOC(C)=O.CCOC(C)=O.CCOC(C)=O.CCOC(C)=O.CCOC(C)=O.CCOC(C)=O.CC(C)=O.CC(C)=O.CC(C)=O.CC(C)=O
E in Eh: -2618.18423
Frontier orbital gap in hartree: 0.3463
Total charge: 0

Bonds (Å) are listed after each position.
Element x y z (Å)
1 C -7.17626 -24.32728 8.17643  C2 1.488, H7 1.170, H8 1.027, H9 1.200
2 C -7.44341 -25.74490 7.81077  C1 1.488, O3 1.416, H10 1.197, H11 1.140
3 O -6.34995 -26.59489 8.10338  C2 1.416, C4 1.279
4 C -6.41621 -27.84733 7.85034  O3 1.279, C5 1.567, O6 1.230
5 C -5.03192 -28.49645 8.19218  C4 1.567, H12 1.044, H13 1.110, H14 1.057
6 O -7.39959 -28.35615 7.31532  C4 1.230
7 H -6.24947 -24.04731 7.51915  C1 1.170
8 H -7.09029 -24.01064 9.14923  C1 1.027
9 H -8.04127 -23.63520 7.71482  C1 1.200
10 H -8.31160 -26.04787 8.57776  C2 1.197
11 H -7.72660 -25.78124 6.70679  C2 1.140
12 H -4.67741 -28.26643 9.14722  C5 1.044
13 H -4.29504 -27.93182 7.58394  C5 1.110
14 H -4.93175 -29.54018 8.05740  C5 1.057
15 C -7.82072 -24.18385 19.21762  C16 1.581, H21 1.047, H22 1.145, H23 1.061
16 C -8.17823 -22.85019 19.98689  C15 1.581, O17 1.343, H24 1.105, H25 1.215
17 O -8.98273 -23.25300 20.98377  C16 1.343, C18 1.396
18 C -9.11918 -22.27847 21.97443  O17 1.396, C19 1.600, O20 1.114
19 C -10.14258 -22.85591 23.05964  C18 1.600, H26 1.063, H27 1.156, H28 1.202
20 O -8.74015 -21.23164 21.94550  C18 1.114
21 H -8.71163 -24.70223 19.03231  C15 1.047
22 H -7.00112 -24.73217 19.79937  C15 1.145
23 H -7.41381 -24.02747 18.24980  C15 1.061
24 H -7.23406 -22.45546 20.40320  C16 1.105
25 H -8.73090 -22.12199 19.18705  C16 1.215
26 H -9.61048 -23.42533 23.78274  C19 1.063
27 H -11.13024 -23.28217 22.63692  C19 1.156
28 H -10.45614 -22.04155 23.88628  C19 1.202
29 C -6.54051 -27.66128 11.90703  C30 1.505, H35 1.013, H36 1.237, H37 1.174
30 C -6.76913 -26.20046 12.18896  C29 1.505, O31 1.389, H38 1.122, H39 1.058
31 O -6.55013 -25.96661 13.54095  C30 1.389, C32 1.417
32 C -6.71208 -24.63430 13.99530  O31 1.417, C33 1.578, O34 1.183
33 C -6.92910 -24.62605 15.55785  C32 1.578, H40 1.141, H41 1.105, H42 1.020
34 O -6.57381 -23.67906 13.31106  C32 1.183
35 H -6.38325 -27.98060 10.95912  C29 1.013
36 H -7.54250 -28.20263 12.38925  C29 1.237
37 H -5.52885 -27.94613 12.43017  C29 1.174
38 H -6.04416 -25.68410 11.50642  C30 1.122
39 H -7.68905 -25.86022 11.79248  C30 1.058
40 H -6.80643 -23.66081 16.15313  C33 1.141
41 H -6.15437 -25.14442 16.15053  C33 1.105
42 H -7.87673 -24.91153 15.80500  C33 1.020
43 C -10.67271 -27.89115 11.71876  C44 1.549, H49 1.224, H50 1.011, H51 1.225
44 C -10.32848 -26.51100 11.10498  C43 1.549, O45 1.416, H52 1.177, H53 1.069
45 O -10.42584 -25.55042 12.14137  C44 1.416, C46 1.336
46 C -10.07473 -24.29231 11.86071  O45 1.336, C47 1.493, O48 1.298
47 C -9.98102 -23.43164 13.07654  C46 1.493, H54 1.157, H55 1.135, H56 0.961
48 O -9.75281 -23.90248 10.66519  C46 1.298
49 H -11.00019 -28.90622 11.11806  C43 1.224
50 H -11.53483 -27.54012 12.11286  C43 1.011
51 H -9.87773 -28.24717 12.57982  C43 1.225
52 H -9.26202 -26.29844 10.65387  C44 1.177
53 H -11.00612 -26.23154 10.32695  C44 1.069
54 H -11.06830 -23.03976 13.11985  C47 1.157
55 H -9.15135 -22.65769 13.07543  C47 1.135
56 H -9.97267 -23.95912 13.87961  C47 0.961
57 C -5.81431 -30.27374 14.97583  C58 1.517, H63 0.925, H64 1.066, H65 1.129
58 C -6.12165 -28.89860 15.53789  C57 1.517, O59 1.400, H66 1.171, H67 1.114
59 O -6.66512 -29.08326 16.81487  C58 1.400, C60 1.272
60 C -6.41370 -28.16720 17.66106  O59 1.272, C61 1.577, O62 1.203
61 C -7.03830 -28.42172 19.08625  C60 1.577, H68 1.043, H69 1.174, H70 1.138
62 O -5.76570 -27.15447 17.63325  C60 1.203
63 H -6.60970 -30.74503 14.95787  C57 0.925
64 H -4.83281 -30.48933 15.33090  C57 1.066
65 H -5.48241 -30.12666 13.90705  C57 1.129
66 H -5.18946 -28.20249 15.40722  C58 1.171
67 H -6.84371 -28.49423 14.79282  C58 1.114
68 H -7.90091 -28.94555 18.82482  C61 1.043
69 H -7.09015 -27.33745 19.53398  C61 1.174
70 H -6.43014 -29.02746 19.83353  C61 1.138
71 C -4.44128 -22.25867 19.46573  C72 1.520, H77 1.294, H78 0.989, H79 1.137
72 C -5.13588 -21.10192 18.76538  C71 1.520, O73 1.408, H80 1.156, H81 1.074
73 O -5.25876 -21.24303 17.36952  C72 1.408, C74 1.455
74 C -6.10722 -20.38070 16.56079  O73 1.455, C75 1.436, O76 1.196
75 C -5.87080 -20.72058 15.18600  C74 1.436, H82 1.075, H83 0.921, H84 1.155
76 O -6.62717 -19.40775 17.02339  C74 1.196
77 H -5.29052 -23.21398 19.26634  C71 1.294
78 H -4.38375 -22.28841 20.45304  C71 0.989
79 H -3.44423 -22.65565 19.08897  C71 1.137
80 H -6.22709 -20.94410 19.11155  C72 1.156
81 H -4.55068 -20.22285 18.96296  C72 1.074
82 H -4.83876 -20.72594 14.88414  C75 1.075
83 H -6.43156 -20.20582 14.66804  C75 0.921
84 H -6.02434 -21.84362 14.96180  C75 1.155
85 C -10.79844 -26.44623 15.63389  C86 1.521, H89 1.015, H90 1.078, H91 1.097
86 C -10.70245 -25.64352 16.92222  C85 1.521, C87 1.572, O88 1.397
87 C -11.37807 -26.14267 18.25125  C86 1.572, H92 1.089, H93 0.991, H94 1.137
88 O -10.04752 -24.40902 16.92463  C86 1.397
89 H -10.14706 -27.21725 15.52930  C85 1.015
90 H -10.93403 -25.88353 14.72406  C85 1.078
91 H -11.56990 -27.22466 15.58631  C85 1.097
92 H -12.45020 -26.32080 18.18835  C87 1.089
93 H -11.02777 -25.49248 18.91156  C87 0.991
94 H -10.69921 -27.03677 18.43267  C87 1.137
95 C -8.80739 -30.88071 9.76368  C96 1.468, H99 0.987, H100 1.023, H101 1.132
96 C -7.62316 -31.21450 10.56401  C95 1.468, C97 1.516, O98 1.271
97 C -7.82777 -32.31083 11.59029  C96 1.516, H102 1.126, H103 1.052, H104 1.191
98 O -6.51008 -30.60354 10.50049  C96 1.271
99 H -9.56122 -30.57457 10.32255  C95 0.987
100 H -9.15902 -31.72406 9.30391  C95 1.023
101 H -8.56020 -30.29232 8.82874  C95 1.132
102 H -8.58250 -33.00462 11.12480  C97 1.126
103 H -8.55510 -31.94054 12.25374  C97 1.052
104 H -6.73048 -32.63159 11.92483  C97 1.191
105 C -0.52810 -24.11498 17.20467  C106 1.596, H109 0.955, H110 1.154, H111 1.108
106 C -1.55481 -24.35130 16.00627  C105 1.596, C107 1.441, O108 1.306
107 C -2.97758 -24.39037 16.23304  C106 1.441, H112 1.057, H113 1.059, H114 1.122
108 O -1.07497 -24.61114 14.81996  C106 1.306
109 H 0.25506 -23.90009 16.70243  C105 0.955
110 H -0.54163 -25.07390 17.84708  C105 1.154
111 H -0.82263 -23.20449 17.76298  C105 1.108
112 H -3.46804 -24.61471 15.32387  C107 1.057
113 H -3.43449 -23.45484 16.42652  C107 1.059
114 H -3.16292 -24.85328 17.23809  C107 1.122
115 C -3.15672 -22.91237 12.69592  C116 1.530, H119 1.105, H120 1.129, H121 1.126
116 C -2.47288 -23.27220 11.37519  C115 1.530, C117 1.460, O118 1.376
117 C -2.08632 -24.66994 11.20586  C116 1.460, H122 1.168, H123 1.067, H124 0.981
118 O -2.32769 -22.24644 10.46908  C116 1.376
119 H -4.05569 -23.43521 13.06960  C115 1.105
120 H -3.55430 -21.88178 12.92960  C115 1.129
121 H -2.56521 -23.15276 13.62388  C115 1.126
122 H -2.86291 -25.53902 11.13697  C117 1.168
123 H -1.22161 -24.97489 11.75084  C117 1.067
124 H -1.83351 -24.84299 10.27433  C117 0.981